No. 1
{
  "formula": "C4H11N3",
  "method": "ωB97M-V/def2-TZVPD",
  "symbols": ["C", "C", "C", "C", "N", "N", "N", "H", "H", "H", "H", "H", "H", "H", "H", "H", "H", "H"],
  "positions_angstrom": [[-0.01, 0.03, 0.29], [0.00, -1.32, 1.01], [-1.25, 0.84, 0.69], [0.05, -0.08, -1.26], [1.20, 0.79, 0.69], [0.33, 1.06, -1.97], [-0.10, -1.18, -1.93], [1.22, 0.88, 1.71], [2.03, 0.24, 0.44], [0.69, 0.87, -2.89], [0.87, 1.73, -1.43], [-0.30, -1.97, -1.32], [0.02, -1.20, 2.09], [-0.90, -1.90, 0.76], [0.86, -1.93, 0.72], [-1.26, 1.05, 1.77], [-1.30, 1.80, 0.17], [-2.16, 0.29, 0.45]],
  "orbital_gap_ev": 9.97,
  "homo_ev": -9.104,
  "smiles": "[H]/N=C(/N)C(C)(C)N"
}

No. 2
{
  "formula": "C4H11N3",
  "method": "ωB97M-V/def2-TZVPD",
  "symbols": ["C", "C", "C", "N", "C", "N", "N", "H", "H", "H", "H", "H", "H", "H", "H", "H", "H", "H"],
  "positions_angstrom": [[0.28, 1.73, -1.13], [-0.58, 0.47, -1.48], [-0.32, -0.73, -0.51], [-0.42, -2.21, 1.62], [0.83, -1.58, 1.30], [0.84, -0.59, 0.30], [0.26, 2.24, 0.25], [0.02, 2.42, -1.96], [1.33, 1.46, -1.36], [-1.64, 0.78, -1.36], [-0.45, 0.16, -2.49], [-1.04, -1.58, -0.77], [-0.67, -0.21, 0.46], [0.12, -1.10, 2.15], [-0.38, -3.13, 2.07], [1.79, -2.02, 1.67], [0.75, 1.51, 0.75], [-0.71, 2.40, 0.47]],
  "orbital_gap_ev": 7.92,
  "homo_ev": -7.853
}

No. 3
{
  "formula": "C4H11N3",
  "method": "ωB97M-V/def2-TZVPD",
  "symbols": ["C", "C", "C", "N", "C", "N", "N", "H", "H", "H", "H", "H", "H", "H", "H", "H", "H", "H"],
  "positions_angstrom": [[-0.16, -0.59, -0.84], [1.27, 1.23, 0.05], [-1.80, -0.50, 1.12], [0.87, -0.17, 0.17], [-1.40, 0.01, -0.23], [1.97, -1.06, 0.14], [-2.19, 0.78, -0.85], [2.61, -0.84, -0.62], [2.48, -0.99, 1.02], [-1.88, 1.06, -1.78], [0.05, -0.17, -1.83], [-0.22, -1.68, -0.84], [1.77, 1.44, -0.90], [1.94, 1.49, 0.87], [0.38, 1.86, 0.13], [-0.96, -0.47, 1.81], [-2.61, 0.11, 1.52], [-2.13, -1.53, 1.04]],
  "orbital_gap_ev": 9.95,
  "homo_ev": -8.971,
  "smiles": "[H]/N=C(/C)CN(C)N"
}

No. 4
{
  "formula": "C4H11N3",
  "method": "ωB97M-V/def2-TZVPD",
  "symbols": ["C", "C", "C", "N", "C", "N", "N", "H", "H", "H", "H", "H", "H", "H", "H", "H", "H", "H"],
  "positions_angstrom": [[-2.20, 0.51, 0.31], [-1.54, -0.81, 0.75], [-0.22, -1.06, 0.02], [3.09, 0.11, -0.28], [1.70, 0.11, -0.36], [0.86, -0.21, 0.53], [-1.68, 1.22, -0.86], [-3.25, 0.28, 0.15], [-2.16, 1.23, 1.14], [-2.22, -1.62, 0.50], [-1.36, -0.87, 1.82], [0.13, -2.09, 0.00], [-0.47, -0.78, -1.01], [3.41, -0.46, -1.05], [3.41, -0.23, 0.61], [1.36, 0.41, -1.36], [-2.36, 1.94, -1.06], [-0.73, 1.54, -0.77]],
  "orbital_gap_ev": 9.60,
  "homo_ev": -8.534,
  "smiles": "N/C=N/CCCN"
}

No. 5
{
  "formula": "C4H11N3",
  "method": "ωB97M-V/def2-TZVPD",
  "symbols": ["C", "C", "C", "C", "N", "N", "N", "H", "H", "H", "H", "H", "H", "H", "H", "H", "H", "H"],
  "positions_angstrom": [[-2.99, -0.94, -0.41], [-2.30, 0.15, -0.50], [1.98, 1.04, 0.85], [1.10, -0.99, -0.43], [-0.09, 2.27, -0.35], [0.18, 1.15, -0.79], [1.10, 0.40, -0.17], [-3.74, -1.26, -1.17], [-2.79, -1.59, 0.41], [-2.34, 0.95, -1.22], [-1.55, 0.39, 0.20], [1.40, 1.41, 1.67], [2.69, 0.26, 1.23], [2.54, 1.73, 0.37], [2.04, -1.46, -0.89], [0.94, -1.80, 0.38], [0.19, -1.27, -1.18], [0.29, 2.44, 0.63]],
  "orbital_gap_ev": 9.66,
  "homo_ev": -8.905,
  "smiles": "[H]/N=N\\N(C)C.C=C"
}

No. 6
{
  "formula": "C4H11N3",
  "method": "ωB97M-V/def2-TZVPD",
  "symbols": ["C", "N", "C", "N", "H", "H", "H", "H", "H", "H", "C", "C", "N", "H", "H", "H", "H", "H"],
  "positions_angstrom": [[-0.25, 1.67, -1.11], [2.22, -0.24, 0.72], [1.28, 0.68, 0.36], [0.64, 0.60, -0.73], [2.38, -1.00, 0.08], [2.69, -0.11, 1.60], [1.08, 1.45, 1.11], [0.10, 2.10, -2.05], [-0.32, 2.46, -0.35], [-1.25, 1.26, -1.25], [-0.70, -1.63, -0.77], [-1.50, -0.40, 1.37], [-1.81, -0.76, 0.22], [-0.88, -1.15, -1.73], [-1.26, -2.55, -0.70], [0.32, -1.98, -0.60], [-0.49, -0.49, 1.83], [-2.24, 0.08, 2.02]],
  "orbital_gap_ev": 9.73,
  "homo_ev": -8.734,
  "smiles": "C/N=C/N.C=NC"
}

No. 7
{
  "formula": "C4H11N3",
  "method": "ωB97M-V/def2-TZVPD",
  "symbols": ["C", "C", "C", "N", "C", "N", "N", "H", "H", "H", "H", "H", "H", "H", "H", "H", "H", "H"],
  "positions_angstrom": [[-1.49, 0.66, 0.86], [1.10, 1.03, -0.68], [-2.33, 0.47, -0.35], [0.82, 0.18, 0.48], [0.21, -0.90, 0.44], [2.57, -1.44, 0.10], [-0.32, -1.99, 0.51], [3.04, -0.97, -0.68], [3.06, -1.09, 0.93], [0.36, -2.75, 0.41], [-1.13, 1.66, 1.09], [-1.69, 0.05, 1.73], [0.42, 1.89, -0.66], [2.11, 1.41, -0.57], [1.00, 0.50, -1.62], [-3.34, 0.89, -0.19], [-2.46, -0.59, -0.58], [-1.92, 0.98, -1.22]],
  "orbital_gap_ev": [6.82, 10.23],
  "homo_ev": [-6.984, -9.327]
}

No. 8
{
  "formula": "C4H11N3",
  "method": "ωB97M-V/def2-TZVPD",
  "symbols": ["C", "C", "C", "C", "N", "N", "N", "H", "H", "H", "H", "H", "H", "H", "H", "H", "H", "H"],
  "positions_angstrom": [[2.49, -0.59, -0.85], [-2.64, 1.14, -0.04], [-2.87, 0.19, 1.05], [-0.50, -0.07, 0.63], [3.18, -1.08, 0.07], [2.63, -0.40, -2.10], [-1.54, 0.79, 0.97], [-2.51, 0.71, -1.01], [-2.86, 2.24, -0.05], [-3.66, 0.50, 1.70], [-2.86, -0.98, 0.91], [0.42, 0.51, 0.40], [-0.55, -1.12, 0.64], [2.97, -0.95, 1.06], [4.25, -1.30, 0.02], [1.75, -0.29, -2.57], [3.47, -0.72, -2.44], [-1.18, 1.43, 1.63]],
  "orbital_gap_ev": [10.67, 7.40],
  "homo_ev": [-19.235, -17.381],
  "charge": 2
}

No. 9
{
  "formula": "C4H11N3",
  "method": "ωB97M-V/def2-TZVPD",
  "symbols": ["C", "C", "C", "C", "N", "N", "N", "H", "H", "H", "H", "H", "H", "H", "H", "H", "H", "H"],
  "positions_angstrom": [[0.86, 0.00, 1.59], [0.59, 0.86, 0.36], [-0.62, -0.75, -0.87], [0.59, -1.45, 1.13], [0.09, -1.66, -0.03], [-0.71, 1.60, -1.78], [-0.70, 0.61, -0.30], [2.02, -0.06, 2.02], [0.11, 0.31, 2.27], [0.79, 1.92, 0.59], [1.32, 0.60, -0.35], [-0.02, -0.66, -1.91], [-1.61, -1.34, -1.00], [0.93, -2.17, 1.79], [0.16, -2.53, -0.55], [-0.66, 2.58, -1.29], [-1.72, 1.38, -2.02], [-1.42, 0.76, 0.34]],
  "orbital_gap_ev": 11.94,
  "homo_ev": -21.203,
  "charge": 2
}

No. 10
{
  "formula": "C4H11N3",
  "method": "ωB97M-V/def2-TZVPD",
  "symbols": ["C", "C", "C", "C", "N", "N", "N", "H", "H", "H", "H", "H", "H", "H", "H", "H", "H", "H"],
  "positions_angstrom": [[1.26, -0.39, 2.83], [0.47, -0.50, 1.07], [0.09, 0.76, 0.16], [0.08, 0.56, -1.38], [0.02, -0.52, 2.42], [1.82, -0.48, 1.65], [-1.27, 0.15, -1.81], [1.48, -0.41, 3.84], [0.54, -1.94, 0.33], [0.82, 1.52, 0.51], [-0.86, 1.18, 0.67], [0.14, 1.48, -1.86], [0.90, -0.17, -1.64], [-0.92, -0.34, 2.92], [2.65, -0.84, 1.33], [-1.80, -0.18, -0.99], [-1.32, -0.58, -2.59], [-1.75, 1.04, -2.13]],
  "orbital_gap_ev": 11.47,
  "homo_ev": -19.420,
  "charge": 2
}

No. 11
{
  "formula": "C4H11N3O",
  "method": "ωB97M-V/def2-TZVPD",
  "symbols": ["C", "C", "C", "C", "H", "H", "H", "H", "H", "H", "H", "H", "H", "H", "H", "N", "N", "N", "O"],
  "positions_angstrom": [[2.09, -1.05, 0.00], [1.20, 0.19, -0.31], [-1.19, -0.50, 0.79], [-1.84, -0.74, -0.62], [1.41, -1.93, -0.29], [2.45, -1.05, 0.95], [3.10, -1.15, -0.46], [1.02, 2.12, -1.49], [-1.48, 1.76, 0.86], [0.38, 2.40, 1.68], [-1.84, -0.15, 1.67], [-0.68, -1.42, 1.20], [-1.25, -1.53, -1.22], [-2.76, -1.41, -0.41], [-0.30, 0.55, -1.19], [1.64, 1.14, -1.17], [0.07, 0.39, 0.64], [-0.34, 1.78, 0.82], [-1.66, 0.60, -1.43]],
  "orbital_gap_ev": 9.07,
  "homo_ev": -8.368
}

No. 12
{
  "formula": "C4H11N3O",
  "method": "ωB97M-V/def2-TZVPD",
  "symbols": ["C", "C", "C", "N", "C", "N", "O", "N", "H", "H", "H", "H", "H", "H", "H", "H", "H", "H", "H"],
  "positions_angstrom": [[1.06, 0.52, -1.11], [-1.82, 0.78, -0.42], [0.70, -0.46, 2.08], [-0.63, 0.69, 0.41], [-0.43, -0.48, 1.07], [1.36, -0.77, -1.19], [1.32, 1.21, -2.23], [-0.94, -1.65, 0.82], [1.32, 2.16, -2.03], [0.81, 1.07, -0.07], [0.91, -1.41, -0.52], [1.59, -1.18, -2.09], [-1.74, -1.59, 0.19], [-2.71, 0.46, 0.13], [-1.96, 1.82, -0.73], [-1.80, 0.15, -1.32], [1.14, -1.44, 2.20], [0.31, -0.12, 3.04], [1.50, 0.23, 1.78]],
  "orbital_gap_ev": 7.55,
  "homo_ev": -7.283
}

no.,E (hartree)
1,-323.28588
2,-323.02741
3,-323.21580
4,-323.22015
5,-323.11513
6,-323.17588
7,-323.06801
8,-322.44089
9,-322.48568
10,-322.50995
11,-398.21699
12,-398.40770